No. 1
The following is a quantum chemistry calculation of a single C3H4N2O molecule, from the Open Molecules 2025 dataset.

```
! RIJCOSX wB97M-V def2-TZVPD def2/J DEFGRID3
* xyz 0 1
C 0.18 0.56 -1.30
C -0.08 -0.28 -0.10
C 0.64 -0.53 1.02
N -0.27 -0.69 2.04
N -1.44 -0.61 1.59
O -1.37 -0.39 0.21
H -0.53 0.32 -2.10
H 1.22 0.61 -1.64
H -0.05 1.55 -0.88
H 1.71 -0.54 1.16
*
```

HOMO level (eV): -10.03
LUMO energy (eV): 0.72
SMILES string: Cc1cnno1
DFT total energy (eV): -8201.3935
Kohn-Sham gap (eV): 10.75

Here are the Löwdin charges for atoms 1 to 4, given in e: atom 1 (C): -0.008, atom 2 (C): -0.350, atom 3 (C): -0.087, atom 4 (N): 0.020

No. 2
The following is a quantum chemistry calculation of 2 unconnected molecules or ions with the total composition C4H7NS at a distorted geometry, from the Open Molecules 2025 dataset.

```
! RIJCOSX wB97M-V def2-TZVPD def2/J DEFGRID3
* xyz 0 1
C -5.89 0.81 0.86
C 4.46 -1.48 0.22
C 4.05 -0.26 0.54
C -5.44 1.64 -0.27
N -5.77 0.16 -0.20
S 4.89 1.23 -0.10
H -6.16 0.55 1.92
H 3.87 -2.32 0.50
H 5.40 -1.73 -0.37
H 3.25 -0.01 1.17
H -6.23 2.35 -0.54
H -4.33 1.90 -0.57
H 4.61 0.88 -1.36
*
```

HOMO level (eV): -9.17
LUMO energy (eV): 1.03
SMILES string: C1=NC1.C=CS
DFT total energy (eV): -16582.9207
Kohn-Sham gap (eV): 10.20

Here are the Löwdin charges for atoms 1 to 4, given in e: atom 1 (C): -0.184, atom 2 (C): -0.087, atom 3 (C): -0.557, atom 4 (C): -0.181

No. 3
The following is a quantum chemistry calculation of 2 unconnected molecules or ions with the total composition C4H13N2O, from the Open Molecules 2025 dataset.

```
! RIJCOSX wB97M-V def2-TZVPD def2/J DEFGRID3
* xyz 1 1
C -0.24 -1.58 1.42
C -0.60 -0.12 1.63
N -1.12 0.45 0.35
C -1.55 1.86 0.47
H 0.46 -1.71 0.59
H 0.19 -2.03 2.31
H -1.12 -2.19 1.18
H -1.39 -0.03 2.37
H 0.27 0.44 1.94
H -1.93 -0.13 0.11
H -0.44 0.31 -0.42
H -2.29 1.95 1.26
H -1.98 2.24 -0.45
H -0.68 2.46 0.73
C 1.46 -0.47 -2.38
N 2.74 -0.23 -2.08
O 0.51 -0.06 -1.73
H 1.30 -1.09 -3.27
H 2.91 0.40 -1.32
H 3.50 -0.47 -2.70
*
```

HOMO level (eV): -14.47
LUMO energy (eV): -2.62
DFT total energy (eV): -9381.1564
Kohn-Sham gap (eV): 11.85

Here are the Löwdin charges for atoms 1 to 4, given in e: atom 1 (C): -0.061, atom 2 (C): -0.185, atom 3 (N): -0.022, atom 4 (C): 0.003

No. 4
The following is a quantum chemistry calculation of a molecular structure, C4H8GaO3 at a distorted geometry, from the Open Molecules 2025 dataset.

```
! RIJCOSX wB97M-V def2-TZVPD def2/J DEFGRID3
* xyz 1 1
C 2.63 -0.51 -0.03
O 1.27 -0.25 0.28
C 0.37 -1.33 0.11
C -1.01 -0.76 0.44
O -1.98 -1.49 0.48
H 3.17 0.42 0.19
H 3.01 -1.33 0.61
H 2.73 -0.78 -1.08
H 0.63 -2.17 0.78
H 0.38 -1.68 -0.94
O -1.12 1.10 -0.14
C -2.34 1.76 -0.38
Ga 0.28 1.25 1.09
H -2.99 1.09 -0.96
H -2.94 2.02 0.51
H -2.11 2.69 -0.94
*
```

HOMO level (alpha / beta) (eV): -13.07 / -13.07
LUMO energy (alpha / beta) (eV): -6.13 / -6.13
DFT total energy (eV): -62786.1176
Kohn-Sham gap (alpha / beta) (eV): 6.94 / 6.95

Here are the Löwdin charges for atoms 1 to 4, given in e: atom 1 (C): -0.023, atom 2 (O): -0.393, atom 3 (C): -0.097, atom 4 (C): -0.119